Molecular formula: C20H24IN3PdSbTe
Method: DFT, ωB97M-V with the def2-TZVPD basis set

Properties
Net charge: +1
<S²>: 2.012
Gap between HOMO and LUMO (spin up / spin down), eV: 7.62 / 6.32
2S+1: 3

Each line ends with the Löwdin charge.
Atoms and positions in Å:
Pd  -0.511  -0.309  0.422  0.431
C  0.084  1.193  3.257  -0.041
C  0.452  2.096  2.121  -0.296
C  0.873  3.405  2.344  -0.004
C  1.210  4.206  1.272  -0.037
C  1.107  3.702  -0.017  -0.100
C  0.665  2.402  -0.185  -0.432
N  0.362  1.634  0.865  -0.035
Sb  0.302  1.634  -2.199  1.528
C  1.542  -0.121  -1.818  -0.456
C  2.335  -0.678  -2.808  -0.106
C  3.379  -1.512  -2.427  -0.041
C  3.618  -1.716  -1.081  -0.029
C  2.749  -1.170  -0.138  -0.362
C  2.975  -1.340  1.334  -0.041
N  1.711  -0.418  -0.523  -0.020
C  -1.642  0.846  -1.580  -0.521
C  -2.498  0.210  -2.470  -0.126
C  -3.850  0.152  -2.152  -0.040
C  -4.302  0.758  -0.995  -0.021
C  -3.387  1.353  -0.130  -0.406
C  -3.823  2.023  1.134  -0.060
N  -2.081  1.376  -0.427  -0.014
H  0.622  1.466  4.164  0.091
H  0.298  0.155  3.012  0.036
H  -0.985  1.264  3.464  0.073
H  0.934  3.779  3.357  0.123
H  1.551  5.220  1.438  0.119
H  1.355  4.310  -0.877  0.096
H  2.153  -0.436  -3.847  0.098
H  4.018  -1.964  -3.175  0.120
H  4.468  -2.296  -0.747  0.129
H  3.257  -2.361  1.587  0.077
H  2.081  -1.057  1.886  0.037
H  3.790  -0.684  1.649  0.099
H  -2.123  -0.208  -3.396  0.105
H  -4.544  -0.336  -2.824  0.119
H  -5.355  0.772  -0.748  0.127
H  -4.395  1.338  1.759  0.057
H  -4.465  2.873  0.895  0.092
H  -2.954  2.376  1.685  0.071
C  1.516  -4.162  0.002  -0.397
Te  -0.154  -3.017  0.792  1.099
C  -1.156  -3.061  -1.111  -0.406
H  1.127  -5.161  -0.196  0.011
H  2.263  -4.239  0.791  -0.002
H  1.975  -3.766  -0.899  -0.003
H  -0.396  -3.197  -1.878  0.014
H  -1.690  -2.134  -1.276  -0.053
H  -1.863  -3.887  -1.134  0.017
I  -2.595  -1.314  1.829  0.279